(1)
C8H18BNO3 | the ωB97M-V functional and the def2-TZVPD basis

Computed properties:
highest occupied orbital energy: -8.89 eV
energy above the lowest of the compared OMol25 structures with the same formula, charge and spin: 109.1 kcal per mole
frontier orbital gap: 8.96 eV
SMILES: CC(C)CCOC(=O)B(O)N(C)C

```
! wB97M-V def2-TZVPD RIJCOSX def2/J DEFGRID3
* xyz 0 1
O -3.85 1.85 -0.21
O -1.44 2.13 1.81
O -0.11 1.36 -0.17
N -2.93 -0.58 -0.39
C -1.33 1.51 0.63
C 2.47 1.34 -0.16
C -2.65 -1.54 0.75
C -2.20 -0.95 -1.66
C 2.73 -0.25 0.15
C 1.68 -0.94 1.21
C 2.76 -1.04 -1.32
C 1.08 1.94 0.48
B -2.74 0.87 0.01
H -4.10 2.16 0.73
H 3.35 1.93 0.38
H 3.82 -0.41 0.61
H -2.27 -2.13 -1.83
H 2.36 -0.38 -2.20
H -1.09 -0.57 -1.64
H 3.85 -1.39 -1.62
H 2.05 -1.99 -1.25
H -3.33 -2.51 0.65
H 1.08 3.10 0.30
H 0.60 -1.11 0.72
H -2.85 -1.01 1.80
H -2.83 -0.49 -2.56
H 1.61 -0.33 2.23
H -1.52 -1.92 0.74
H 1.14 1.77 1.64
H 2.10 -2.00 1.50
H 2.53 1.61 -1.32
*
```

***

(2)
C8H18Cl3FeN2S4Si | the ωB97M-V functional and the def2-TZVPD basis

Computed properties:
highest occupied orbital energy (alpha / beta): -11.34 / -11.41 eV
energy above the lowest of the compared OMol25 structures with the same formula, charge and spin: 5.1 kcal per mole
frontier orbital gap (alpha / beta): 8.03 / 7.48 eV

```
! wB97M-V def2-TZVPD RIJCOSX def2/J DEFGRID3
* xyz 1 5
Fe 0.64 0.15 1.34
Cl 1.06 2.32 1.37
Cl 2.90 0.74 4.60
Cl -0.27 1.39 4.96
S -1.33 -1.24 1.41
S -3.70 -1.84 -1.41
S -1.49 1.25 -0.99
S 2.19 -1.26 0.19
Si 1.07 0.52 3.72
N 3.46 0.83 -0.88
N 4.45 -0.07 0.98
C -2.70 -0.06 1.23
C 3.47 -0.06 0.09
C -2.38 1.27 0.57
C -2.73 0.71 -2.20
C -1.17 -2.16 -0.14
C -2.79 -0.78 -2.56
C -2.41 -2.86 -0.67
C 4.43 1.90 -1.01
H 4.42 2.55 -0.14
H -1.74 1.88 1.22
H -1.79 -1.18 -2.72
H -2.49 1.27 -3.10
H -2.07 -3.61 -1.39
H 4.44 -0.77 1.70
H -3.30 -0.87 -3.51
H 2.65 0.81 -1.48
H -3.06 0.10 2.25
H -0.74 -1.51 -0.90
H -0.42 -2.92 0.11
H -3.70 1.06 -1.86
H 5.43 1.49 -1.17
H 4.17 2.49 -1.89
H -3.49 -0.58 0.69
H -3.31 1.84 0.46
H -2.92 -3.41 0.13
H 5.20 0.60 0.97
*
```

***

(3)
C8H18ClIO3PRu | the ωB97M-V functional and the def2-TZVPD basis

Computed properties:
highest occupied orbital energy (alpha / beta): -20.53 / -20.44 eV
frontier orbital gap (alpha / beta): 6.48 / 4.92 eV

```
! wB97M-V def2-TZVPD RIJCOSX def2/J DEFGRID3
* xyz 3 5
I -3.24 -2.12 -1.06
Ru 0.32 -0.07 0.25
Cl 2.12 -0.31 1.68
P 1.36 -0.45 -1.56
O -1.06 0.13 1.97
O -1.74 2.18 -1.10
O -2.01 -0.09 -1.89
C -0.88 1.80 -0.36
C 0.48 -0.60 -3.12
C -1.34 -0.46 -0.96
C 0.04 2.68 0.41
C 2.52 0.91 -1.84
C 2.19 -2.06 -1.36
C -2.59 -0.70 3.70
C -1.16 -0.69 3.22
H 1.95 1.80 -2.17
H -2.60 -1.17 4.68
H 1.42 -2.84 -1.44
H 2.94 -2.21 -2.13
H -2.98 0.35 3.82
H 3.04 1.16 -0.90
H -0.12 -1.51 -3.11
H 1.11 2.53 0.32
H 3.24 0.64 -2.62
H 2.64 -2.08 -0.37
H -0.29 3.68 0.08
H -3.19 -1.25 2.98
H 1.20 -0.65 -3.95
H -0.16 2.47 1.50
H -0.45 -0.23 3.89
H -0.17 0.26 -3.27
H -1.90 0.60 1.76
H -0.70 -1.71 2.96
*
```

***

(4)
C8H18ClNO3 | the ωB97M-V functional and the def2-TZVPD basis

Computed properties:
highest occupied orbital energy: -8.22 eV
frontier orbital gap: 7.90 eV
SMILES: COC(=O)OCl.CCN(CC)CC

```
! wB97M-V def2-TZVPD RIJCOSX def2/J DEFGRID3
* xyz 0 1
Cl -1.49 1.07 2.87
O -2.07 0.35 4.28
O -3.83 -0.51 3.20
O -2.91 -1.69 4.81
N 1.01 0.70 -0.80
C -2.16 -2.76 4.19
C 0.70 1.99 -2.99
C -0.27 0.05 -0.57
C -3.01 -0.62 4.00
C 3.44 0.38 -1.27
C 0.94 1.99 -1.48
C -1.01 -0.54 -1.78
C 2.04 -0.21 -1.27
H -2.47 -2.89 3.14
H -0.94 0.75 -0.07
H 1.82 -0.59 -2.28
H 0.99 2.96 -3.41
H -1.08 -2.55 4.20
H 3.53 1.21 -1.97
H -0.35 -1.14 -2.42
H 4.16 -0.38 -1.57
H 2.05 -1.08 -0.61
H -0.35 1.84 -3.23
H -1.48 0.23 -2.39
H -1.80 -1.20 -1.44
H 3.71 0.74 -0.27
H -2.40 -3.68 4.74
H 1.88 2.52 -1.28
H 1.29 1.23 -3.51
H -0.11 -0.76 0.15
H 0.18 2.60 -1.00
*
```

***

(5)
C8H18ClP2 | the ωB97M-V functional and the def2-TZVPD basis

Computed properties:
highest occupied orbital energy: -12.75 eV
energy above the lowest of the compared OMol25 structures with the same formula, charge and spin: 13.0 kcal per mole
frontier orbital gap: 7.40 eV

```
! wB97M-V def2-TZVPD RIJCOSX def2/J DEFGRID3
* xyz 1 1
Cl -2.61 -2.22 -0.78
P -1.53 0.75 -0.51
P -2.80 -0.79 0.52
C -1.51 2.18 0.63
C -4.77 -0.29 0.33
C -4.32 0.60 -0.69
C 4.82 -0.51 0.34
C 0.98 -0.69 -0.74
C 3.51 -0.16 -0.33
C 0.03 0.00 0.17
C 2.30 -1.15 -0.09
H 2.56 -2.11 -0.53
H 1.13 -0.06 -1.63
H 0.49 0.97 0.36
H 5.22 0.30 1.03
H 3.58 -0.25 -1.45
H -0.23 -0.61 0.98
H 3.16 0.90 -0.06
H -5.04 0.16 1.23
H -1.04 1.78 1.63
H -4.17 1.57 -0.38
H -4.35 0.39 -1.75
H 4.82 -1.46 0.91
H 0.52 -1.70 -0.88
H -2.38 2.75 0.74
H -5.25 -1.23 0.13
H 2.05 -1.19 1.00
H 5.62 -0.74 -0.36
H -0.79 2.79 0.18
*
```

***

(6)
C8H18F8KN5O16S8 | the ωB97M-V functional and the def2-TZVPD basis

Computed properties:
highest occupied orbital energy: -5.07 eV
frontier orbital gap: 8.39 eV

```
! wB97M-V def2-TZVPD RIJCOSX def2/J DEFGRID3
* xyz -2 1
K -0.09 0.92 1.94
S 0.95 3.04 -3.49
S -3.81 0.55 1.14
S 1.96 3.78 3.71
S 2.68 -2.06 1.79
S -3.43 -0.64 3.26
S -0.04 3.36 -1.31
S 3.22 0.02 0.66
S -0.32 3.69 4.43
F 3.12 2.72 3.60
F -1.58 2.76 4.13
F 0.50 4.20 -0.06
F -2.90 1.12 -0.06
F 1.29 -2.37 2.62
F 2.49 1.05 -0.35
F 2.11 3.64 -4.45
F -2.10 -1.03 4.10
O -0.01 2.02 -0.79
O 1.36 1.64 -3.45
O -1.31 3.99 -1.53
O -0.31 3.59 5.88
O -3.91 -1.97 2.97
O 2.27 4.46 4.94
O -0.78 4.91 3.80
O -4.51 -0.47 0.42
O -4.51 1.71 1.55
O 4.14 -0.55 -0.29
O -0.23 3.37 -4.24
O 2.84 -3.23 1.00
O 3.54 -1.83 2.91
O -4.13 0.15 4.23
O 2.05 4.51 2.48
O 3.75 0.91 1.65
N 0.66 2.73 3.79
N 1.98 -0.77 1.06
N 1.25 3.90 -2.27
N -2.63 0.07 2.13
N -0.67 -1.81 -1.58
C 1.24 -1.36 -3.32
C -1.30 -4.07 -0.86
C -0.97 -1.83 -0.09
C -1.84 -3.06 0.12
C -1.61 -0.76 -2.14
C 0.77 -1.39 -1.85
C 2.72 -1.12 -3.36
C -0.95 -3.20 -2.09
H -1.39 0.13 -1.56
H 1.39 -2.05 -1.25
H -2.65 -1.05 -2.02
H 1.00 -2.35 -3.73
H 0.00 -1.92 0.40
H -1.77 -3.17 -2.80
H -0.43 -4.64 -0.52
H -2.86 -2.79 -0.14
H -1.39 -0.91 0.26
H -2.04 -4.79 -1.19
H 3.27 -1.70 -2.62
H 0.75 -0.37 -1.45
H 2.92 -0.06 -3.17
H -0.09 -3.66 -2.58
H -1.44 -0.65 -3.21
H 3.06 -1.25 -4.39
H -1.91 -3.38 1.16
H 0.64 -0.67 -3.92
*
```

***

Number 1: total energy -620.82335 Ha. Number 2: total energy -4951.62284 Ha. Number 3: total energy -1734.10490 Ha. Number 4: total energy -1056.18611 Ha. Number 5: total energy -1458.17179 Ha. Number 6: total energy -6377.72037 Ha.